[1]
This record from the Open Molecules 2025 dataset describes a structure of composition C37H28AuN2P2S2. The level of theory is ωB97M-V/def2-TZVPD.

The calculation puts the energy above the lowest of the compared OMol25 structures with the same formula, charge and spin at 27.5 kcal per mole. For the highest occupied orbital energy (spin up / spin down), the calculation gives -9.81 / -9.78 eV.

```
! wB97M-V def2-TZVPD RIJCOSX def2/J DEFGRID3
* xyz 1 1
Au -0.07040 -0.04670 0.01370
S 0.64970 -0.10630 -2.55660
P 2.39920 -0.31820 -1.61220
C 1.97500 0.07790 0.02610
P 2.42650 0.09320 1.70910
S 0.63120 0.00240 2.57870
C 3.25050 1.66460 2.11200
C 2.67420 2.48080 3.07860
C 3.22090 3.72490 3.33350
C 4.33340 4.14870 2.62690
C 4.91530 3.32330 1.67620
C 4.37840 2.07820 1.41140
C 3.46220 -1.30980 2.23820
C 4.56040 -1.75440 1.51150
C 5.23390 -2.88360 1.93850
C 4.81920 -3.55930 3.07680
C 3.73140 -3.10450 3.80320
C 3.04710 -1.98000 3.38380
C 3.64850 0.80860 -2.27730
C 5.01410 0.54830 -2.21590
C 5.90700 1.55320 -2.54140
C 5.44870 2.80700 -2.91450
C 4.08820 3.04860 -3.01690
C 3.18460 2.05310 -2.69730
C 2.91560 -2.04410 -1.76700
C 3.44890 -2.45000 -2.98320
C 3.63810 -3.79770 -3.21870
C 3.29470 -4.72740 -2.24880
C 2.75040 -4.31540 -1.04240
C 2.54620 -2.97110 -0.80070
H 1.80230 2.14000 3.62020
H 2.76970 4.36450 4.07710
H 4.75140 5.12680 2.80950
H 5.78540 3.65380 1.13060
H 4.82560 1.43950 0.66170
H 4.87670 -1.23850 0.61470
H 6.08260 -3.24320 1.37710
H 5.34760 -4.44650 3.39200
H 3.40570 -3.62470 4.69100
H 2.18390 -1.62240 3.92780
H 5.37430 -0.43120 -1.93010
H 6.96680 1.35500 -2.50360
H 6.15580 3.59120 -3.13930
H 3.72790 4.01010 -3.34800
H 2.11900 2.22000 -2.78260
H 3.69400 -1.70910 -3.73230
H 4.03750 -4.12260 -4.16610
H 3.44280 -5.77950 -2.43760
H 2.46920 -5.04250 -0.29520
H 2.10260 -2.63440 0.12920
C -3.02070 -3.43580 -0.00340
C -1.85230 -2.67400 0.00760
N -1.86510 -1.36030 0.01670
C -3.03470 -0.70170 0.01610
C -4.27050 -1.38760 0.00600
C -4.23430 -2.79190 -0.00410
C -5.49040 -0.65070 -0.00180
C -5.48310 0.70330 -0.00210
C -4.25570 1.42830 0.00790
C -4.20610 2.83260 -0.00080
C -2.98530 3.46310 0.00920
C -1.82280 2.68860 0.02770
N -1.84910 1.37590 0.02910
C -3.02610 0.73200 0.01950
H -2.96180 -4.51110 -0.01330
H -0.88160 -3.14970 0.00570
H -5.16360 -3.34350 -0.01540
H -6.41860 -1.20360 -0.01280
H -6.40650 1.26400 -0.01390
H -5.12890 3.39510 -0.01660
H -2.91520 4.53700 0.00090
H -0.84790 3.15360 0.04150
*
```


[2]
This record from the Open Molecules 2025 dataset describes an isolated molecule of C2H6NOPS. The level of theory is ωB97M-V/def2-TZVPD.

The calculation puts the energy above the lowest of the compared OMol25 structures with the same formula, charge and spin at 1.2 kcal per mole. For the highest occupied orbital energy, the calculation gives -9.64 eV.

```
! wB97M-V def2-TZVPD RIJCOSX def2/J DEFGRID3
* xyz 0 1
C -1.89013 -0.12731 0.30149
C -0.61842 0.30104 -0.40292
N -2.74513 -0.89015 -0.15126
O 0.41822 0.75451 0.47937
P 1.50571 -0.35193 1.04234
S 2.96458 -0.68681 -0.45367
H -2.02544 0.17915 1.33985
H 2.32413 0.68584 1.54228
H -0.23242 -0.47870 -0.98933
H -0.84382 1.13843 -1.03415
H -2.59443 -1.03590 -1.14667
H 3.73715 0.51184 -0.52732
*
```


[3]
This record from the Open Molecules 2025 dataset describes a structure of composition C11H13N2O6Ti. The level of theory is ωB97M-V/def2-TZVPD.

The calculation puts the energy above the lowest of the compared OMol25 structures with the same formula, charge and spin at 10.0 kcal per mole. For the highest occupied orbital energy (spin up / spin down), the calculation gives -16.32 / -16.32 eV.

```
! wB97M-V def2-TZVPD RIJCOSX def2/J DEFGRID3
* xyz 2 2
O -1.53480 -2.22588 -3.52411
C -1.64141 -1.38714 -2.73483
Ti -1.88259 0.11277 -1.22298
O -0.73892 2.36845 -3.22096
C -1.21461 1.55689 -2.53083
C -2.95280 1.53897 -0.07385
O -3.56363 2.30090 0.54977
C -3.95198 -0.92613 -0.83153
O -4.80787 -1.05637 0.02984
C -3.98022 0.09039 -1.99075
O -4.94109 0.24880 -2.68014
H -3.15622 -1.71229 -1.06680
C 0.44109 2.24002 0.31059
N 1.15794 1.09058 0.79790
C 2.58443 1.27198 1.01717
C 3.12338 0.18114 1.88538
C 2.70319 -1.18493 1.42931
N 1.34396 -1.20568 0.93456
C 0.84974 -2.53843 0.65027
C 0.65073 -0.11988 0.61227
O -0.52169 -0.31608 0.06421
H 0.51124 2.37371 -0.77145
H 0.88943 3.11371 0.77830
H -0.61332 2.24878 0.56307
H 3.09837 1.28958 0.05047
H 2.73106 2.23539 1.49938
H 2.79884 0.34226 2.91580
H 4.21757 0.24148 1.87066
H 2.79585 -1.88639 2.26102
H 3.41015 -1.56888 0.67735
H 1.58617 -3.07315 0.04520
H 0.72638 -3.11065 1.57339
H -0.11836 -2.53390 0.13234
*
```


[4]
This record from the Open Molecules 2025 dataset describes a structure of composition C51H35F6N11O6PbS4. The level of theory is ωB97M-V/def2-TZVPD.

For the highest occupied orbital energy, the calculation gives -1.66 eV.

```
! wB97M-V def2-TZVPD RIJCOSX def2/J DEFGRID3
* xyz -2 1
Pb -0.17428 0.09578 1.35222
S -1.63158 0.41448 5.89582
C -1.95458 -1.26082 5.69092
C -1.91308 -2.05972 6.84732
C -2.11118 -3.41852 6.81062
C -2.37898 -4.05022 5.60292
C -2.46758 -3.28182 4.45672
C -2.27288 -1.90802 4.48022
S -2.50828 -1.10432 2.87962
C -3.54408 0.31338 3.37972
C -2.97008 1.61738 2.86492
C -3.57988 2.86448 3.40812
C -2.97168 3.97538 2.99982
C -1.85988 3.67738 2.04162
C -0.97628 2.71548 2.78942
C 0.44982 2.92718 3.12652
S 1.53432 2.30968 1.76482
C 2.88802 1.54388 2.69202
C 4.02892 2.32498 2.80522
C 5.19222 1.82868 3.36312
C 5.21122 0.51528 3.81702
C 4.08532 -0.26862 3.70812
C 2.89432 0.21488 3.13982
S 1.56032 -0.90812 3.08112
N -1.55898 1.63278 3.12542
H -1.70678 -1.55752 7.78302
H -2.05568 -3.99532 7.72512
H -2.53128 -5.12122 5.56372
H -2.70248 -3.74742 3.50932
H -3.55018 0.32798 4.46852
H -4.55268 0.12908 3.00592
H -4.42568 2.80868 4.07132
H -3.21088 4.98178 3.29372
H -1.34148 4.53218 1.61712
H 0.69162 2.33678 4.00852
H 0.68762 3.97868 3.27512
H 3.97992 3.33768 2.43182
H 6.07742 2.44578 3.43472
H 6.11592 0.10288 4.24862
H 4.08412 -1.29462 4.04912
C -1.94268 -4.46302 -1.89458
N -1.23918 -3.70872 -0.90048
C -1.21448 -2.39182 -0.67928
N -0.39518 -2.13872 0.31962
C 0.07192 -3.34612 0.68372
N -0.41778 -4.32162 -0.03788
C -1.34978 -4.35752 -3.28218
C -2.10678 -4.83482 -4.34948
C -1.60768 -4.78762 -5.64138
C -0.35468 -4.26692 -5.88178
C 0.41642 -3.78662 -4.81928
C -0.09008 -3.83572 -3.51628
C 1.71822 -3.25292 -5.10948
N 2.29612 -3.23172 -6.28418
N 3.48312 -2.64152 -6.14018
C 3.60932 -2.31352 -4.87948
O 2.51272 -2.69112 -4.16108
C 4.69472 -1.61272 -4.25748
C 5.76662 -1.12392 -5.01348
C 6.76072 -0.40252 -4.38958
C 6.70012 -0.13202 -3.02768
C 5.63712 -0.60982 -2.26958
C 5.47672 -0.24112 -0.81078
N 4.10342 0.10228 -0.57058
C 3.12512 -0.58432 0.03622
N 1.97632 0.01998 -0.16528
C 2.29832 1.09828 -0.91698
N 3.57322 1.16848 -1.18868
C 4.65452 -1.36352 -2.88348
H -2.98318 -4.13022 -1.92198
H -1.90568 -5.50702 -1.56198
H -1.77228 -1.65012 -1.20958
H 0.77022 -3.46912 1.48272
H -3.09248 -5.23582 -4.16238
H -2.20788 -5.15512 -6.46138
H 0.05342 -4.20652 -6.87738
H 0.51492 -3.46372 -2.70218
H 5.78062 -1.30582 -6.07658
H 7.58512 -0.01572 -4.97038
H 7.46862 0.46588 -2.55958
H 6.09562 0.63078 -0.58668
H 5.76142 -1.06292 -0.14708
H 3.27112 -1.46392 0.63012
H 1.57162 1.83218 -1.19788
H 3.81982 -1.74522 -2.31408
F -4.13558 -2.24482 -1.11618
C -4.31608 -0.89082 -1.27888
C -4.43078 -0.10452 -0.16348
N -4.87748 1.18458 -0.28178
C -4.62638 1.99508 0.87412
C -3.09628 1.74978 1.26662
O -2.39968 2.94258 0.92962
O -2.66358 0.66018 0.66332
C -4.98558 1.79278 -1.52258
O -5.36268 2.93698 -1.64868
N -4.75848 0.97428 -2.59748
C -4.42738 -0.38872 -2.60378
O -4.34898 -0.99752 -3.65958
H -4.52878 -0.58972 0.79402
H -5.29668 1.70118 1.68452
H -4.77038 3.04138 0.61172
H -4.84778 1.41348 -3.50688
F -0.76118 7.63918 -3.19788
C -0.54328 6.51728 -2.45498
C 0.23952 6.56768 -1.30948
F 0.80442 7.75048 -0.95218
C 0.45742 5.44048 -0.54988
F 1.21962 5.57008 0.57502
C -0.04338 4.13958 -0.88698
O 0.21192 3.10418 -0.24138
C -0.84298 4.15888 -2.08008
F -1.35768 2.98528 -2.51918
C -1.08768 5.29008 -2.82308
F -1.84228 5.21808 -3.94588
*
```


[5]
This record from the Open Molecules 2025 dataset describes a cluster of 2 separate species, C6H14N2O2 in total. The level of theory is ωB97M-V/def2-TZVPD.

The calculation puts the energy above the lowest of the compared OMol25 structures with the same formula, charge and spin at 8.9 kcal per mole. For the highest occupied orbital energy, the calculation gives -9.28 eV.

```
! wB97M-V def2-TZVPD RIJCOSX def2/J DEFGRID3
* xyz 0 1
C 2.38815 -1.61186 -0.81403
C 3.04945 -0.34798 -0.29021
C 2.70764 1.99474 0.35929
C -1.24303 -0.98791 1.22498
C -1.87366 -0.16667 0.12481
C -4.03994 0.59680 -0.74968
H 2.97944 -2.06244 -1.62286
H 1.37101 -1.47710 -1.12407
H 2.38889 -2.35018 -0.00187
H 1.26209 0.62565 -0.42147
H 3.77737 1.89428 0.56558
H 2.55071 2.77279 -0.35633
H 2.21442 2.28205 1.30198
H -1.86848 -1.15009 2.09472
H -0.34172 -0.46331 1.53454
H -0.91692 -1.92833 0.82957
H -3.64542 -0.68230 0.91641
H -3.37944 1.15383 -1.39428
H -4.74618 -0.03435 -1.31921
H -4.63924 1.31222 -0.17666
N 2.22291 0.72985 -0.16211
N -3.22100 -0.15469 0.18603
O 4.22204 -0.33879 0.03483
O -1.21910 0.39378 -0.73994
*
```


[6]
This record from the Open Molecules 2025 dataset describes an isolated molecule of C4H8N2O2. The level of theory is ωB97M-V/def2-TZVPD.

The calculation puts the energy above the lowest of the compared OMol25 structures with the same formula, charge and spin at 176.4 kcal per mole. For the highest occupied orbital energy, the calculation gives -9.59 eV.

```
! wB97M-V def2-TZVPD RIJCOSX def2/J DEFGRID3
* xyz 0 1
C -0.00802 -0.58794 1.98341
C 1.10633 -1.84938 -0.69920
C 0.22141 0.49637 -1.00153
C -1.18688 1.22591 -0.72662
H -0.94289 -0.77220 2.44984
H -0.25115 0.51923 2.22614
H 1.11392 -0.68912 2.49183
H 1.31798 -2.62360 0.30367
H -1.52525 1.83415 -1.58962
H -1.34298 2.00937 0.08577
H -2.11465 0.60812 -0.81577
H 0.80997 2.38726 -1.63145
N 0.43786 -0.73668 -0.26121
N 1.10141 1.15731 -1.64775
O -0.33445 -0.97962 0.69342
O 1.59737 -1.99919 -1.86092
*
```


[7]
This record from the Open Molecules 2025 dataset describes a cluster of 2 separate species, Br2HOP in total. The level of theory is ωB97M-V/def2-TZVPD.

The calculation puts the energy above the lowest of the compared OMol25 structures with the same formula, charge and spin at 23.2 kcal per mole. For the highest occupied orbital energy, the calculation gives -10.56 eV.

```
! wB97M-V def2-TZVPD RIJCOSX def2/J DEFGRID3
* xyz 0 1
O -0.02562 -0.30735 -0.96690
P -0.42772 -1.61638 -1.45385
Br 1.05789 1.81685 1.68379
Br -1.67962 -2.49830 0.21108
H 1.07508 2.60517 0.52587
*
```


[8]
This record from the Open Molecules 2025 dataset describes a structure of composition C27H33CaClN6O2SSi2. The level of theory is ωB97M-V/def2-TZVPD.

The calculation puts the energy above the lowest of the compared OMol25 structures with the same formula, charge and spin at 31.0 kcal per mole. For the highest occupied orbital energy (spin up / spin down), the calculation gives -0.23 / -0.10 eV.

```
! wB97M-V def2-TZVPD RIJCOSX def2/J DEFGRID3
* xyz -2 1
Ca 1.45748 -0.31229 0.54200
C -0.64442 1.86781 3.44550
Si 0.40408 1.95471 1.80150
C 1.98158 2.90741 2.43570
C -0.57622 3.33281 0.85290
C -0.77152 4.57391 1.44630
C -1.45002 5.59511 0.80730
C -1.93102 5.38501 -0.47380
C -1.75052 4.15071 -1.07220
C -1.09722 3.10821 -0.42250
Si -0.99312 1.37281 -1.28020
C -2.86272 1.06221 -1.71600
C -0.23352 1.82271 -3.01350
H -0.65852 2.80881 3.99550
H -0.25712 1.10091 4.11010
H -1.67472 1.60891 3.21810
H 1.76798 3.81541 3.00420
H 2.62178 3.18371 1.59870
H 2.56908 2.25231 3.07620
H -0.38682 4.74861 2.44270
H -1.60222 6.54961 1.30230
H -2.44892 6.18091 -0.99900
H -2.13212 3.99881 -2.07460
H -3.28142 1.83711 -2.36010
H -3.46312 1.03221 -0.81130
H -2.99492 0.10591 -2.21180
H -0.91512 2.39861 -3.63910
H 0.03858 0.92511 -3.56070
H 0.67208 2.41021 -2.89240
N -0.38562 -1.75659 2.78870
N 0.45988 -1.93919 3.89540
C 1.80528 -1.58889 3.68970
N 2.64598 -1.88549 4.77320
N 2.17318 -1.10559 2.53410
N 3.33048 -0.56869 2.33320
O 4.20388 -0.43989 3.25050
O 3.52768 -0.06419 1.19260
H -1.35282 -1.76339 3.09150
H -0.23372 -2.43789 2.04380
H 0.39478 -2.85899 4.35110
H 2.24958 -1.57429 5.65320
H 3.53848 -1.41149 4.56300
S 3.21748 -3.62219 -2.51570
C 2.35698 -4.57759 -1.37630
C 1.69328 -3.83109 -0.44810
C 1.82068 -2.42099 -0.58320
C 2.62228 -2.13939 -1.64630
C 3.08238 -0.85709 -2.06810
C 4.12258 -0.69009 -3.00460
C 4.55968 0.57151 -3.32780
C 3.96398 1.66731 -2.70320
C 2.94398 1.41941 -1.80200
N 2.49548 0.21671 -1.50800
H 2.40028 -5.65169 -1.47370
H 1.11698 -4.31169 0.33200
H 4.57208 -1.56689 -3.44790
H 5.36408 0.71321 -4.04160
H 4.29818 2.67311 -2.90970
H 2.45268 2.24171 -1.29040
Cl -6.64212 -4.63449 -2.96280
C -5.30942 -3.83349 -2.14970
C -5.57172 -2.84599 -1.20510
C -4.53672 -2.23069 -0.55910
C -3.16212 -2.56389 -0.81330
C -2.12512 -1.96869 -0.15450
C -2.96272 -3.59739 -1.79320
C -3.99992 -4.20789 -2.43990
H -6.59922 -2.57529 -0.99140
H -4.75222 -1.46389 0.17510
H -1.10232 -2.23179 -0.37510
H -2.29402 -1.19499 0.57720
H -1.94692 -3.88969 -2.02480
H -3.82302 -4.97969 -3.18060
*
```